Entry 1:
CH6N2 | wB97M-V/def2-TZVPD

Output
- Net charge: 0
- ΔE to the lowest compared entry with this formula, charge and spin: 511.5 kJ/mol
- HOMO-LUMO gap (spin up / spin down): 0.2896 / 0.3848 Ha
- E_tot: -151.0042 Ha
- HOMO (spin up / spin down): -7.64 / -9.53 eV

Cartesian coordinates (Å):
C: 0.39 -0.61 0.69
N: -1.35 0.47 -0.38
N: -0.45 -0.51 -0.47
H: 1.03 -1.58 0.49
H: 0.84 0.32 0.83
H: -0.32 -0.78 1.46
H: -1.50 1.07 -1.16
H: -1.44 0.97 0.44
H: 1.84 0.29 -1.65

Charges obtained by Mulliken population analysis, quoted in units of e: atom 1 (C): -0.81, atom 2 (N): -0.23, atom 3 (N): -0.35, atom 4 (H): 0.23, atom 5 (H): 0.37, atom 6 (H): 0.35, atom 7 (H): 0.22, atom 8 (H): 0.22, atom 9 (H): 0.00

Entry 2:
CH6N2O | wB97M-V/def2-TZVPD

Output
- Net charge: 0
- ΔE to the lowest compared entry with this formula, charge and spin: 484.9 kJ/mol
- HOMO-LUMO gap (spin up / spin down): 0.3397 / 0.3086 Ha
- E_tot: -226.2829 Ha
- HOMO (spin up / spin down): -8.30 / -7.66 eV

Cartesian coordinates (Å):
C: -1.41 -0.60 0.04
N: 1.23 0.69 0.05
N: 1.09 -0.66 0.15
O: -1.33 0.74 0.00
H: -1.29 -1.16 -0.79
H: -1.91 -0.96 0.96
H: 1.33 1.08 -0.80
H: 1.83 0.92 0.82
H: 0.81 -1.06 -0.75
H: -0.35 1.01 0.31

Charges obtained by Mulliken population analysis, quoted in units of e: atom 1 (C): -0.44, atom 2 (N): -0.26, atom 3 (N): -0.59, atom 4 (O): -0.51, atom 5 (H): 0.38, atom 6 (H): 0.24, atom 7 (H): 0.22, atom 8 (H): 0.26, atom 9 (H): 0.22, atom 10 (H): 0.47

Entry 3:
CH6N2O | wB97M-V/def2-TZVPD

Output
- Net charge: 0
- ΔE to the lowest compared entry with this formula, charge and spin: 11.2 kJ/mol
- HOMO-LUMO gap: 0.3918 Ha
- E_tot: -226.4633 Ha
- HOMO: -9.68 eV

Cartesian coordinates (Å):
N: -0.74 1.32 -0.02
C: 0.46 1.07 -0.58
O: 0.85 -0.04 -0.88
H: -0.93 2.12 0.56
H: -1.31 0.53 0.24
H: 1.11 1.94 -0.79
N: -0.43 -1.94 1.09
H: -0.70 -2.86 0.75
H: -0.08 -1.36 0.33
H: 0.34 -2.09 1.73

Charges obtained by Mulliken population analysis, quoted in units of e: atom 1 (N): -0.39, atom 2 (C): 0.14, atom 3 (O): -0.60, atom 4 (H): 0.23, atom 5 (H): 0.26, atom 6 (H): 0.34, atom 7 (N): -0.71, atom 8 (H): 0.22, atom 9 (H): 0.31, atom 10 (H): 0.21

Entry 4:
CH6N2O | wB97M-V/def2-TZVPD

Output
- Net charge: 0
- ΔE to the lowest compared entry with this formula, charge and spin: 135.8 kJ/mol
- HOMO-LUMO gap: 0.3485 Ha
- E_tot: -226.4158 Ha
- HOMO: -8.79 eV

Cartesian coordinates (Å):
H: 1.65 -0.59 -2.01
N: 1.80 0.16 -1.35
C: 0.87 0.93 -0.99
N: -0.42 0.65 -0.64
H: 1.05 2.02 -0.91
H: -0.54 -0.32 -0.42
H: -1.13 1.31 -0.41
O: -1.20 -1.04 2.40
H: -0.34 -1.32 2.08
H: -1.74 -1.81 2.24

Charges obtained by Mulliken population analysis, quoted in units of e: atom 1 (H): 0.22, atom 2 (N): -0.62, atom 3 (C): 0.13, atom 4 (N): -0.41, atom 5 (H): 0.29, atom 6 (H): 0.18, atom 7 (H): 0.21, atom 8 (O): -0.65, atom 9 (H): 0.32, atom 10 (H): 0.32

Entry 5:
CH6N2O | wB97M-V/def2-TZVPD

Output
- Net charge: 0
- ΔE to the lowest compared entry with this formula, charge and spin: 34.8 kJ/mol
- HOMO-LUMO gap: 0.3980 Ha
- E_tot: -226.4543 Ha
- HOMO: -10.06 eV

Cartesian coordinates (Å):
N: 0.83 0.22 -0.38
C: 0.43 -0.68 -1.37
O: 0.17 -1.84 -1.23
H: 0.52 1.14 -0.66
H: 0.59 0.05 0.58
H: 0.60 -0.19 -2.35
N: -1.07 1.69 2.30
H: -0.82 1.16 3.13
H: -1.78 1.10 1.90
H: -1.62 2.42 2.74

Charges obtained by Mulliken population analysis, quoted in units of e: atom 1 (N): -0.43, atom 2 (C): 0.12, atom 3 (O): -0.49, atom 4 (H): 0.27, atom 5 (H): 0.25, atom 6 (H): 0.28, atom 7 (N): -0.70, atom 8 (H): 0.23, atom 9 (H): 0.23, atom 10 (H): 0.25

Entry 6:
CH6N2O2 | wB97M-V/def2-TZVPD

Output
- Net charge: 0
- ΔE to the lowest compared entry with this formula, charge and spin: 633.7 kJ/mol
- HOMO-LUMO gap: 0.3519 Ha
- E_tot: -301.5028 Ha
- HOMO: -8.79 eV

Cartesian coordinates (Å):
C: -0.18 -0.17 0.09
N: -0.49 -0.45 1.41
N: -0.69 1.03 -0.37
O: 0.10 -1.27 -0.61
O: 0.65 -0.70 -1.78
H: 1.62 -0.13 -0.94
H: 1.62 0.23 -0.09
H: -0.15 -1.33 1.77
H: -1.40 -0.17 1.73
H: -0.67 1.12 -1.38
H: -0.42 1.84 0.17

Charges obtained by Mulliken population analysis, quoted in units of e: atom 1 (C): 0.31, atom 2 (N): -0.46, atom 3 (N): -0.41, atom 4 (O): -0.12, atom 5 (O): -0.51, atom 6 (H): 0.19, atom 7 (H): -0.03, atom 8 (H): 0.23, atom 9 (H): 0.26, atom 10 (H): 0.28, atom 11 (H): 0.26

Entry 7:
CH6N2O2 | wB97M-V/def2-TZVPD

Output
- Net charge: 0
- ΔE to the lowest compared entry with this formula, charge and spin: 112.0 kJ/mol
- HOMO-LUMO gap: 0.3875 Ha
- E_tot: -301.7015 Ha
- HOMO: -10.06 eV

Cartesian coordinates (Å):
N: -1.45 -0.32 0.00
C: -0.19 0.21 0.54
N: 0.13 -0.24 1.74
O: 0.39 1.14 0.01
H: -1.59 -0.34 -1.01
H: -2.19 -0.47 0.78
H: -0.43 -0.78 2.39
H: 0.66 0.40 2.36
O: 1.97 0.13 -2.32
H: 1.25 -0.32 -2.83
H: 1.46 0.59 -1.67

Charges obtained by Mulliken population analysis, quoted in units of e: atom 1 (N): -0.43, atom 2 (C): 0.59, atom 3 (N): -0.44, atom 4 (O): -0.65, atom 5 (H): 0.22, atom 6 (H): 0.22, atom 7 (H): 0.22, atom 8 (H): 0.26, atom 9 (O): -0.64, atom 10 (H): 0.30, atom 11 (H): 0.35

Entry 8:
CH6N2O2S | wB97M-V/def2-TZVPD

Output
- Net charge: 0
- ΔE to the lowest compared entry with this formula, charge and spin: 430.4 kJ/mol
- HOMO-LUMO gap (spin up / spin down): 0.3393 / 0.2700 Ha
- E_tot: -699.6864 Ha
- HOMO (spin up / spin down): -10.59 / -8.78 eV

Cartesian coordinates (Å):
C: -2.14 0.83 -0.12
N: 1.90 0.77 0.71
N: 1.74 -1.75 -0.02
O: 1.36 0.32 -1.63
O: -1.36 -0.12 0.46
S: 1.21 -0.04 -0.27
H: -2.60 0.53 -1.01
H: -1.49 1.77 -0.20
H: -2.93 1.08 0.62
H: 1.64 0.98 1.62
H: 1.41 -2.12 -0.91
H: 1.25 -2.24 0.74

Charges obtained by Mulliken population analysis, quoted in units of e: atom 1 (C): -0.45, atom 2 (N): -0.45, atom 3 (N): -0.53, atom 4 (O): -0.52, atom 5 (O): -0.39, atom 6 (S): 0.76, atom 7 (H): 0.26, atom 8 (H): 0.22, atom 9 (H): 0.25, atom 10 (H): 0.28, atom 11 (H): 0.28, atom 12 (H): 0.28

Entry 9:
CH6N2OS2 | wB97M-V/def2-TZVPD

Output
- Net charge: 0
- ΔE to the lowest compared entry with this formula, charge and spin: 269.8 kJ/mol
- HOMO-LUMO gap: 0.3683 Ha
- E_tot: -1022.7555 Ha
- HOMO: -9.41 eV

Cartesian coordinates (Å):
C: 1.45 -0.70 0.19
N: 0.05 -1.04 0.37
S: -1.20 -0.13 -0.42
N: -0.27 1.43 -0.33
O: -1.55 -0.35 -1.80
S: -2.69 -0.15 0.82
H: 1.88 -0.08 0.97
H: 1.97 -1.60 0.23
H: 1.62 -0.15 -0.79
H: -0.27 -1.00 1.37
H: -0.32 2.00 -1.14
H: -0.66 1.77 0.53

Charges obtained by Mulliken population analysis, quoted in units of e: atom 1 (C): -0.71, atom 2 (N): -0.34, atom 3 (S): 0.76, atom 4 (N): -0.53, atom 5 (O): -0.56, atom 6 (S): -0.33, atom 7 (H): 0.27, atom 8 (H): 0.34, atom 9 (H): 0.29, atom 10 (H): 0.31, atom 11 (H): 0.24, atom 12 (H): 0.28

Entry 10:
CH6N2S | wB97M-V/def2-TZVPD

Output
- Net charge: 0
- ΔE to the lowest compared entry with this formula, charge and spin: 214.7 kJ/mol
- HOMO-LUMO gap: 0.3616 Ha
- E_tot: -549.3054 Ha
- HOMO: -8.87 eV

Cartesian coordinates (Å):
C: -1.14 -0.07 0.15
N: 0.05 -0.13 -0.65
N: 1.28 0.42 -0.11
S: 2.20 -0.90 0.58
H: -1.03 -0.84 0.98
H: -1.20 0.88 0.46
H: -2.01 -0.30 -0.33
H: -0.09 0.45 -1.57
H: 1.11 1.17 0.59
H: 2.92 -1.35 -0.50

Charges obtained by Mulliken population analysis, quoted in units of e: atom 1 (C): -0.85, atom 2 (N): -0.26, atom 3 (N): -0.38, atom 4 (S): -0.15, atom 5 (H): 0.22, atom 6 (H): 0.40, atom 7 (H): 0.34, atom 8 (H): 0.26, atom 9 (H): 0.27, atom 10 (H): 0.14